[1]
This record from the OMol25 dataset describes a cluster of 3 separate species, C19H33BF9N2O7S2 in total at a distorted geometry. The level of theory is ωB97M-V/def2-TZVPD.

Calculated values
net charge: -1
E: -3099.90593 Ha
ΔE to the lowest compared entry with this formula, charge and spin: 564.15 kJ/mol

Geometry (Å):
C: 4.88191 -0.41965 -0.16118
C: 3.44939 -0.25982 0.59173
C: 3.08708 1.30559 0.57779
C: 1.51762 1.61117 0.21908
C: 1.39280 3.20933 0.18104
C: -0.02520 3.80316 -0.25856
O: -1.08956 3.72051 0.43019
N: -0.06851 4.47460 -1.60305
C: -0.02795 5.95894 -1.47455
C: -1.21178 3.98874 -2.42167
C: 0.71243 1.07663 1.53344
O: 0.56298 -0.17480 1.78960
O: 0.18392 1.96100 2.48304
N: 1.20055 0.87632 -1.02099
C: -0.24485 0.62414 -1.25005
C: -0.56438 -0.97587 -1.21610
C: -1.89915 -1.35323 -0.42341
F: -1.65728 -2.66263 0.15518
F: -2.15797 -0.50670 0.71103
C: -3.21462 -1.51978 -1.32090
F: -2.85060 -2.38560 -2.41862
F: -4.21697 -2.25397 -0.59755
C: -3.77420 -0.17726 -1.98653
F: -2.87143 0.41418 -2.93120
F: -4.91083 -0.57683 -2.78189
C: -4.32788 0.92669 -0.96176
F: -3.39343 1.94568 -0.64792
F: -4.87670 0.41060 0.22572
F: -5.39831 1.60295 -1.64487
B: 1.94272 1.30627 -2.23156
O: 2.75680 0.28009 -2.89930
O: 1.91700 2.59171 -2.87324
H: 4.70346 -0.23396 -1.27468
H: 5.64314 0.38753 0.17470
H: 5.34288 -1.46624 0.03354
H: 2.63644 -0.93333 0.15718
H: 3.65833 -0.57170 1.68649
H: 3.81125 1.96213 -0.02492
H: 3.19523 1.66541 1.67525
H: 2.18857 3.70721 -0.49911
H: 1.60994 3.63483 1.23611
H: 0.45719 6.36441 -2.44151
H: 0.70057 6.20465 -0.62469
H: -1.08235 6.37075 -1.31709
H: -0.83598 3.94730 -3.51678
H: -2.14581 4.64584 -2.36309
H: -1.50834 2.90797 -2.15982
H: -0.45594 0.93497 -2.34939
H: -0.96322 1.24178 -0.61492
H: 0.29827 -1.56315 -0.71829
H: -0.57107 -1.34648 -2.31237
H: 3.63901 0.64928 -3.11548
H: 2.08768 2.53430 -3.83575
C: -6.41773 -2.15187 1.67471
S: -7.15496 -3.41176 2.73651
O: -8.49293 -3.75507 2.16392
C: -7.43370 -2.31999 4.14806
H: -6.19266 -2.60242 0.70801
H: -7.11800 -1.32611 1.53554
H: -5.49349 -1.78863 2.12782
H: -8.06960 -1.48374 3.85195
H: -6.47533 -1.95116 4.51784
H: -7.92886 -2.89127 4.93443
C: 7.05074 -4.98464 0.69709
S: 5.46318 -4.37191 1.30311
O: 5.42725 -2.89850 1.05450
C: 5.82870 -4.61648 3.05468
H: 7.06536 -4.89066 -0.38948
H: 7.86462 -4.39500 1.12322
H: 7.16412 -6.03522 0.97078
H: 6.71968 -4.05005 3.33168
H: 5.98288 -5.67939 3.24962
H: 4.97785 -4.26178 3.63769

Electronic structure analysis, Mulliken charges in units of e: -0.66 0.31 -1.38 0.43 -0.52 -0.11 -0.57 0.42 -0.97 -0.47 0.21 -0.67 -0.79 1.00 -1.13 -0.86 0.86 -0.38 -0.26 0.38 -0.31 -0.21 0.45 -0.22 -0.30 0.59 -0.13 -0.18 -0.29 0.84 -0.74 -0.69 0.00 0.22 0.29 -0.16 0.25 0.42 0.37 0.30 0.58 0.29 0.31 0.30 0.18 0.30 -0.10 0.58 0.23 0.20 0.32 0.27 0.26 -0.92 0.48 -0.64 -0.91 0.27 0.40 0.36 0.29 0.34 0.32 -0.98 0.44 -0.57 -0.98 0.31 0.31 0.38 0.30 0.38 0.32


[2]
This record from the OMol25 dataset describes a cluster of 2 separate species, C19H33BN3O9P in total. The level of theory is ωB97M-V/def2-TZVPD.

Calculated values
E: -1951.63032 Ha

Geometry (Å):
C: 2.40216 -1.92291 4.80971
C: 3.25867 -2.06360 3.53970
C: 3.63009 -0.71443 2.92063
C: 4.22495 -0.83031 1.50289
C: 3.57214 0.04453 0.41343
C: 2.71659 -0.76048 -0.56566
C: 1.49759 -1.45370 0.06968
C: 0.21396 -1.40048 -0.77079
C: -0.19263 -0.05964 -1.36455
N: -1.29994 0.60983 -0.67413
C: -1.23855 1.49067 0.24872
N: -0.04978 1.81710 0.92525
C: -0.61492 1.74854 2.31666
C: -2.08677 2.27280 2.18289
C: -3.12769 1.58772 3.09629
C: -2.58147 0.60060 4.12375
N: -2.38638 2.10047 0.74161
P: -2.96913 3.50446 -0.24129
C: -1.97367 4.87101 0.43427
O: -2.02328 3.26755 -1.56376
H: 2.42673 -0.90463 5.19482
H: 1.36069 -2.16423 4.59991
H: 2.72374 -2.59940 5.59757
H: 2.69637 -2.62351 2.79163
H: 4.16339 -2.62669 3.76629
H: 2.72125 -0.10573 2.87918
H: 4.31242 -0.18182 3.58561
H: 4.14222 -1.87522 1.20118
H: 5.28410 -0.58323 1.55121
H: 4.37769 0.50093 -0.16550
H: 2.99142 0.85943 0.84864
H: 3.37922 -1.51988 -0.98664
H: 2.42103 -0.13272 -1.40286
H: 1.72492 -2.51525 0.17945
H: 1.33715 -1.09017 1.08848
H: -0.62035 -1.80558 -0.19881
H: 0.33905 -2.07072 -1.61678
H: -0.63084 -0.23808 -2.33166
H: 0.62050 0.64276 -1.50337
H: -2.22660 0.36540 -1.01455
H: 0.13164 2.79415 0.71084
H: -0.62453 0.69423 2.57060
H: 0.00004 2.33510 2.98585
H: -2.07253 3.31908 2.47578
H: -3.64503 2.37963 3.63948
H: -3.88657 1.11065 2.47879
H: -3.36261 0.33069 4.82829
H: -1.77251 1.04663 4.70317
H: -2.20137 -0.30471 3.65620
H: -2.15768 5.74375 -0.18781
H: -0.90024 4.69247 0.48656
H: -2.32756 5.09475 1.43919
H: -2.51662 2.78026 -2.23351
B: -1.48072 -2.02376 -5.69289
O: -2.18952 -2.54831 -6.85349
C: -1.43614 -2.38979 -7.94346
O: -1.72213 -2.71138 -9.05363
C: -0.11996 -1.70493 -7.49787
O: 0.79420 -1.40113 -8.19847
O: -0.20051 -1.51351 -6.17949
O: -2.26182 -0.94260 -5.01116
C: -2.49085 -1.27437 -3.77435
O: -3.05995 -0.60214 -2.94193
C: -1.84629 -2.66210 -3.51832
O: -1.87699 -3.22765 -2.46094
O: -1.28977 -3.05642 -4.63651

Electronic structure analysis, Mulliken charges in units of e: -1.24 -0.32 -0.43 -0.91 -0.76 -0.88 -0.25 -0.95 -0.46 0.26 -0.80 -0.05 -1.07 0.57 -0.77 -1.32 0.29 -0.01 -0.90 -0.44 0.32 0.29 0.34 0.19 0.43 0.03 0.44 0.48 0.46 0.36 0.26 0.43 0.50 0.51 -0.10 0.34 0.38 0.11 0.45 0.41 0.34 0.38 0.40 0.41 0.32 0.35 0.44 0.34 0.32 0.40 0.26 0.35 0.33 1.15 -0.52 0.57 -0.56 0.59 -0.58 -0.48 -0.53 0.69 -0.75 0.72 -0.63 -0.52


[3]
This record from the OMol25 dataset describes a structure of composition C19H33GeInN6OPSSe. The level of theory is ωB97M-V/def2-TZVPD.

Calculated values
net charge: +1
E: -6555.39913 Ha
ΔE to the lowest compared entry with this formula, charge and spin: 18.30 kJ/mol

Geometry (Å):
In: -0.99790 1.03935 1.00283
N: -4.94844 -0.72069 0.89640
C: -3.86123 0.08532 0.84937
S: -2.64251 -0.30468 2.09764
N: -3.82526 1.00386 -0.06259
N: -2.69543 1.79442 -0.04800
C: -2.76429 2.98424 -0.52397
C: -1.70921 3.97142 -0.43786
C: -1.84741 5.08681 -1.28682
C: -0.96225 6.13626 -1.26127
C: 0.08178 6.10712 -0.33481
C: 0.23100 5.04437 0.52977
C: -0.64125 3.94441 0.50244
O: -0.41063 2.97054 1.38290
H: -5.10600 -1.28996 1.70900
H: -5.75279 -0.43745 0.35938
H: -3.69991 3.27527 -0.99858
H: -2.68405 5.10673 -1.97540
H: -1.08636 6.97667 -1.92879
H: 0.77904 6.93357 -0.28196
H: 1.02117 5.03585 1.26960
C: 3.40135 1.93101 -1.95648
N: 2.64970 0.77939 -2.45624
C: 3.34548 -0.45029 -2.07446
N: 3.58873 -0.55506 -0.63354
C: 4.31632 0.63440 -0.18463
N: 3.63804 1.88641 -0.51490
C: 2.40266 2.05496 0.23740
P: 1.23116 0.67765 -0.15720
C: 1.26698 0.78419 -2.00832
C: 2.36047 -0.76159 0.11727
H: 2.86569 2.84749 -2.20779
H: 4.36876 1.94526 -2.45941
H: 4.31143 -0.46422 -2.57980
H: 2.76621 -1.31276 -2.40845
H: 5.29099 0.63644 -0.67334
H: 4.47004 0.57785 0.89400
H: 1.93157 3.00660 -0.01155
H: 2.60459 2.06159 1.31027
H: 0.77230 1.70605 -2.32306
H: 0.72530 -0.06013 -2.43470
H: 1.87244 -1.68498 -0.19513
H: 2.57787 -0.84146 1.18377
C: -2.34098 -4.21428 1.99033
Ge: -0.44678 -4.15573 1.52729
C: 0.41821 -5.86300 1.90343
C: 0.45894 -2.71570 2.50029
C: -0.20887 -3.80893 -0.40073
Se: -0.84534 -2.09873 -1.09568
C: -2.73552 -2.51870 -1.22034
H: -2.45900 -4.54016 3.02431
H: -2.87680 -4.91692 1.35132
H: -2.79344 -3.22822 1.89344
H: 0.34914 -6.09687 2.96598
H: 1.47313 -5.82847 1.63003
H: -0.05397 -6.67250 1.34692
H: 0.31788 -2.82524 3.57529
H: 0.04771 -1.74964 2.19594
H: 1.52950 -2.73125 2.29381
H: -0.68685 -4.57957 -1.00701
H: 0.85614 -3.84970 -0.63853
H: -3.13712 -2.73710 -0.23630
H: -2.86477 -3.36527 -1.88972
H: -3.23738 -1.64623 -1.63303

Electronic structure analysis, Mulliken charges in units of e: 1.19 -0.33 0.53 -0.33 -1.16 0.57 -0.10 0.29 -0.82 -0.76 -0.51 -0.19 0.69 -0.98 0.22 0.26 0.48 0.39 0.43 0.42 0.50 -0.90 0.12 -1.02 0.11 -0.95 0.15 -1.03 0.61 -0.88 -0.33 0.39 0.30 0.28 0.43 0.33 0.39 0.35 0.48 0.46 0.47 -0.08 0.38 -0.96 0.55 -1.14 -0.74 -1.19 0.22 -0.96 0.38 0.36 0.08 0.37 0.35 0.38 0.47 -0.22 0.31 0.56 0.46 0.19 0.41 0.32


[4]
This record from the OMol25 dataset describes a structure of composition C19H33N2O2 at a distorted geometry. The level of theory is ωB97M-V/def2-TZVPD.

Calculated values
net charge: +1
E: -1002.86874 Ha
ΔE to the lowest compared entry with this formula, charge and spin: 1886.42 kJ/mol

Geometry (Å):
C: 2.65568 -0.49945 -3.43776
C: 3.10786 -1.61475 -2.51144
N: 2.78159 -1.45349 -0.98084
C: 3.05187 -2.73071 -0.35948
C: 1.87273 -3.84459 -0.75024
H: 2.16385 -4.53581 -0.00973
H: 1.14717 -3.13827 -0.54847
H: 1.98274 -4.24982 -1.58586
H: 4.10836 -3.25926 -0.60489
H: 3.07676 -2.46863 0.68044
C: 3.72263 -0.33414 -0.37252
H: 4.76666 -0.61507 -0.53104
H: 3.24622 0.47218 -1.33683
C: 3.21633 0.01639 1.00064
N: 1.75947 -0.47281 1.12488
H: 1.77651 -0.60616 2.03193
C: 0.76525 0.76832 0.74165
C: -0.29971 0.63323 1.78138
C: -0.86321 1.62290 2.72897
C: -1.75920 1.60992 3.50007
C: -2.49073 0.20130 3.56787
C: -1.88526 -0.69460 2.88745
C: -0.95034 -0.61380 2.06917
H: -0.54454 -1.36393 1.39788
H: -2.63083 -1.97241 3.08406
H: -3.40042 0.21974 4.30639
H: -2.22741 2.38616 3.87436
H: -0.27280 2.57199 2.67009
C: 0.32796 0.60615 -0.56522
O: 0.43175 -0.35686 -1.24406
O: -0.54753 1.47792 -0.71967
C: -1.30425 1.34359 -2.09873
C: -2.58653 0.70796 -1.89378
H: -2.89779 0.36482 -3.07541
H: -2.37579 -0.22916 -1.43682
C: -3.69691 1.49690 -1.09668
C: -3.53141 1.66395 0.17195
H: -3.18847 1.14821 0.75626
H: -4.24309 2.36648 0.61781
H: -2.37586 2.45583 0.33732
C: -5.04637 0.84019 -1.45912
H: -4.68417 -0.12557 -0.84053
H: -5.76217 1.20295 -1.04683
H: -5.23887 0.45441 -2.59388
H: -3.77928 2.28593 -1.83502
H: -0.78940 1.06486 -2.83917
H: -1.55523 2.59140 -2.41187
H: 1.10683 1.80167 0.86246
H: 3.37706 0.94768 1.21045
H: 3.96621 -0.61629 1.61711
H: 1.84494 -1.27067 -0.99030
H: 4.30533 -1.75034 -2.58975
H: 2.65387 -2.66076 -2.73922
H: 1.55855 -0.36602 -3.33347
H: 2.73245 -0.73621 -4.51966
H: 3.22279 0.56553 -3.21745

Electronic structure analysis, Mulliken charges in units of e: -0.88 -0.27 0.58 -0.39 -1.37 0.42 0.35 0.49 0.29 0.42 -0.12 0.37 0.06 -1.36 -0.25 0.27 0.28 0.25 -0.52 -0.70 -0.28 -1.05 0.54 0.40 0.07 0.30 0.63 0.15 -0.06 -0.77 -0.35 -1.15 -0.77 0.25 0.48 0.77 -0.51 0.18 0.35 0.04 -1.66 0.27 0.69 0.21 0.22 0.89 0.23 0.36 0.73 0.43 0.08 0.27 0.33 0.08 0.44 0.30


| no. | molar mass (u) | E_HOMO (hartree) | lowest unoccupied orbital energy (eV) |
| --- | --- | --- | --- |
| 1 | 647.41 | -0.14629 | 2.11 |
| 2 | 489.27 | -0.33507 | -0.91 |
| 3 | 690.94 | -0.40082 | -3.04 |
| 4 | 321.49 | -0.42309 | -2.14 |